No. 1
Below is 3 unconnected molecules or ions with the total composition C3H11NO3 at a distorted geometry, with properties calculated with wB97M-V/def2-TZVPD.

Geometry as ORCA input:
```
! RIJCOSX wB97M-V def2-TZVPD def2/J DEFGRID3
* xyz 0 1
C -0.147 0.667 1.087
N 0.515 -0.539 1.508
C 1.729 -0.903 0.790
C 0.449 -0.886 2.849
O -0.459 -0.568 3.568
H -0.319 0.739 0.010
H 0.376 1.589 1.351
H -1.140 0.712 1.536
H 2.622 -0.281 0.939
H 1.568 -0.850 -0.285
H 1.936 -1.927 1.095
H 1.304 -1.506 3.134
O -0.908 1.978 -5.270
H -0.641 1.175 -4.772
H -0.860 2.729 -4.705
O -0.871 -0.204 -2.415
H -1.374 -0.566 -3.145
H -1.147 -0.788 -1.699
*
```

- SMILES string: CN(C)C=O.O.O
- Energy above the lowest of the compared OMol25 structures with the same formula, charge and spin: 1.376 eV
- E_HOMO: -0.34862 Ha
- Orbital gap: 9.89 eV

***

No. 2
Below is a molecular structure, C34H31MnN6O3Si, with properties calculated with wB97M-V/def2-TZVPD.

Geometry as ORCA input:
```
! RIJCOSX wB97M-V def2-TZVPD def2/J DEFGRID3
* xyz -1 6
Mn 0.438 -0.777 -0.965
O -1.450 -1.157 -1.005
C -2.646 -1.390 -0.593
C -3.732 -0.718 -1.209
C -5.041 -0.910 -0.820
C -5.343 -1.790 0.220
C -4.296 -2.446 0.842
C -2.961 -2.268 0.470
C -1.896 -2.966 1.206
N -0.645 -3.124 0.841
C -0.032 -3.819 1.857
C -0.921 -4.103 2.848
N -2.113 -3.558 2.423
H -3.486 -0.030 -2.010
H -5.836 -0.370 -1.323
H -6.365 -1.958 0.533
H -4.539 -3.142 1.638
H 1.019 -4.065 1.809
H -0.825 -4.617 3.788
H -2.968 -3.535 2.945
N 4.864 1.423 8.241
C 4.376 1.166 7.233
C 3.759 0.840 5.960
C 3.786 1.761 4.920
C 3.190 1.448 3.708
C 2.579 0.213 3.515
C 2.563 -0.703 4.562
C 3.142 -0.392 5.782
C 1.944 -0.129 2.204
C 0.883 0.705 1.797
C 0.271 1.735 2.566
C -0.830 2.164 1.853
C -0.862 1.373 0.681
N 0.144 0.516 0.640
C 2.443 -1.228 1.537
C 3.603 -2.014 1.888
C 3.776 -2.904 0.870
C 2.724 -2.635 -0.073
N 1.945 -1.669 0.319
H 4.279 2.714 5.061
H 3.207 2.158 2.892
H 2.073 -1.657 4.415
H 3.112 -1.099 6.601
H 0.593 2.086 3.534
H -1.540 2.927 2.133
H -1.581 1.400 -0.127
H 4.224 -1.891 2.761
H 4.556 -3.644 0.769
H 2.529 -3.124 -1.019
C -2.803 1.341 -4.831
Si -1.243 0.428 -4.274
C -1.788 -1.319 -4.024
C 0.040 0.514 -5.615
N -0.510 1.167 -2.849
C -0.073 2.430 -2.756
C -0.547 3.515 -3.555
C -0.093 4.803 -3.357
C 0.874 5.068 -2.387
C 1.387 4.023 -1.618
C 0.927 2.736 -1.788
H -3.476 0.621 -5.305
H -2.603 2.140 -5.551
H -3.334 1.782 -3.981
H -2.098 -1.714 -4.999
H -2.641 -1.375 -3.345
H -0.986 -1.934 -3.620
H -0.315 0.034 -6.532
H 0.942 0.000 -5.271
H 0.303 1.552 -5.841
H -1.304 3.322 -4.302
H -0.485 5.609 -3.965
H 1.227 6.080 -2.235
H 2.148 4.222 -0.873
H 1.347 1.915 -1.223
O 1.133 -1.465 -2.517
O 1.861 -0.294 -2.104
*
```

- <S²>: 8.967
- E_HOMO (spin up / spin down): -0.17155 / -0.17429 Ha
- Orbital gap (spin up / spin down): 6.54 / 5.88 eV

***

No. 3
Below is C23H22O3 in the gas phase at a distorted geometry, with properties calculated with wB97M-V/def2-TZVPD.

Geometry as ORCA input:
```
! RIJCOSX wB97M-V def2-TZVPD def2/J DEFGRID3
* xyz 0 1
C -3.036 1.457 -2.589
C -1.649 1.952 -2.134
C -1.461 1.814 -0.642
C -0.119 2.421 -0.166
C 1.099 1.743 -0.756
O 1.663 2.209 -1.935
C 2.776 1.452 -2.141
C 3.675 1.599 -3.190
C 4.790 0.743 -3.319
C 4.955 -0.275 -2.352
C 4.066 -0.337 -1.248
C 2.977 0.520 -1.126
C 1.864 0.749 -0.229
C 1.883 0.230 1.196
O 2.183 1.385 1.948
C 0.577 -0.363 1.709
C 0.112 -0.205 3.018
C -1.006 -0.884 3.537
C -1.689 -1.772 2.750
C -2.691 -2.566 3.293
C -3.414 -3.435 2.505
O -4.449 -4.149 3.014
C -3.142 -3.558 1.125
C -2.151 -2.747 0.572
C -1.375 -1.904 1.396
C -0.225 -1.210 0.881
H -3.820 2.077 -2.094
H -3.144 1.560 -3.671
H -3.199 0.421 -2.306
H -0.883 1.395 -2.666
H -1.581 2.999 -2.457
H -1.579 0.768 -0.348
H -2.274 2.331 -0.169
H -0.098 3.487 -0.426
H -0.075 2.353 0.927
H 3.586 2.404 -3.903
H 5.485 0.844 -4.122
H 5.784 -0.959 -2.382
H 4.194 -1.110 -0.493
H 2.674 -0.532 1.301
H 2.413 2.139 1.385
H 0.727 0.429 3.661
H -1.293 -0.726 4.556
H -2.900 -2.422 4.346
H -4.803 -3.776 3.846
H -3.660 -4.304 0.533
H -1.889 -2.840 -0.481
H 0.123 -1.408 -0.157
*
```

- SMILES string: CCCCc1oc2ccccc2c1[C@@H](O)c1ccc2cc(O)ccc2c1
- Energy above the lowest of the compared OMol25 structures with the same formula, charge and spin: 0.207 eV
- E_HOMO: -0.28967 Ha
- Orbital gap: 8.34 eV

***

No. 4
Below is C4H10N2O in the gas phase at a distorted geometry, with properties calculated with wB97M-V/def2-TZVPD.

Geometry as ORCA input:
```
! RIJCOSX wB97M-V def2-TZVPD def2/J DEFGRID3
* xyz 0 1
C 1.082 0.759 1.209
C -0.227 0.010 0.931
C -1.476 0.871 1.001
N -0.189 -0.809 -0.308
C 0.499 -0.449 -1.452
N 0.380 -1.364 -2.477
O 1.149 0.566 -1.595
H 1.269 0.780 2.281
H 0.991 1.756 0.787
H 1.910 0.261 0.708
H -0.303 -0.785 1.681
H -2.382 0.298 0.892
H -1.453 1.415 1.929
H -1.481 1.575 0.165
H -1.057 -1.260 -0.563
H 0.053 -2.268 -2.177
H 1.235 -1.355 -3.012
*
```

- SMILES string: CC(C)NC(N)=O
- Energy above the lowest of the compared OMol25 structures with the same formula, charge and spin: 0.393 eV
- E_HOMO: -0.34739 Ha
- Orbital gap: 10.29 eV

***

No. 5
Below is C7H8FN in the gas phase at a distorted geometry, with properties calculated with wB97M-V/def2-TZVPD.

Geometry as ORCA input:
```
! RIJCOSX wB97M-V def2-TZVPD def2/J DEFGRID3
* xyz 0 1
F -2.263 -0.360 0.509
C -1.275 0.399 -0.038
C 0.253 -0.299 0.291
C 1.470 0.206 0.699
C 2.410 -0.859 0.766
C 1.748 -1.963 0.364
N 0.448 -1.629 -0.038
C -1.409 1.838 -0.098
C -1.566 1.006 -1.402
H 1.443 1.213 1.235
H 3.396 -0.769 1.207
H 2.064 -2.999 0.436
H -0.265 -2.154 -0.485
H -0.457 2.196 0.267
H -2.347 2.450 0.088
H -2.690 0.842 -1.465
H -0.959 0.882 -2.337
*
```

- SMILES string: FC1(c2ccc[nH]2)CC1
- Energy above the lowest of the compared OMol25 structures with the same formula, charge and spin: 0.597 eV
- E_HOMO: -0.30825 Ha
- Orbital gap: 9.44 eV

***

No. 6
Below is C3H4BrNO in the gas phase at a distorted geometry, with properties calculated with wB97M-V/def2-TZVPD.

Geometry as ORCA input:
```
! RIJCOSX wB97M-V def2-TZVPD def2/J DEFGRID3
* xyz 0 1
C -1.587 -0.204 -0.069
C 0.667 -0.716 -0.171
C 0.720 0.820 0.191
N -0.722 -1.106 -0.046
O -0.467 1.369 -0.280
Br -3.344 0.062 -0.059
H 0.904 -1.004 -1.165
H 1.308 -1.128 0.597
H 0.901 0.693 1.332
H 1.619 1.214 -0.329
*
```

- Energy above the lowest of the compared OMol25 structures with the same formula, charge and spin: 2.796 eV
- E_HOMO: -0.34853 Ha
- Orbital gap: 9.78 eV

***

No. 7
Below is a molecular structure, C15H28AsClN4O2Pd, with properties calculated with wB97M-V/def2-TZVPD.

Geometry as ORCA input:
```
! RIJCOSX wB97M-V def2-TZVPD def2/J DEFGRID3
* xyz 0 1
Pd 0.180 -0.508 -0.074
N 0.443 -0.760 2.029
C 1.079 0.485 2.497
C 1.707 0.393 3.887
C 0.739 0.759 5.017
C 0.905 2.252 5.361
N 1.017 3.117 4.184
C 0.030 3.232 3.286
N 0.308 3.566 2.024
N -1.232 3.013 3.634
C 2.000 1.140 1.438
O 2.842 1.948 1.845
O 1.689 0.934 0.223
H -0.479 -0.875 2.437
H 0.997 -1.584 2.235
H 0.247 1.190 2.480
H 2.544 1.089 3.910
H 2.149 -0.600 4.013
H 0.951 0.199 5.930
H -0.292 0.518 4.744
H 1.842 2.383 5.901
H 0.122 2.621 6.027
H 1.949 3.258 3.819
H 1.257 3.397 1.706
H -0.426 3.311 1.360
H -1.434 2.720 4.573
H -1.849 2.682 2.865
C 0.370 1.615 -2.882
As -0.041 -0.203 -2.368
C 1.203 -1.242 -3.428
C -1.728 -0.555 -3.239
H 0.395 1.721 -3.966
H 1.333 1.876 -2.448
H -0.391 2.270 -2.459
H 1.104 -1.001 -4.486
H 0.999 -2.301 -3.273
H 2.215 -1.023 -3.092
H -1.654 -0.319 -4.300
H -2.498 0.056 -2.772
H -1.985 -1.604 -3.101
C -2.976 -4.101 -0.381
C -1.613 -4.345 -0.474
C -0.709 -3.290 -0.408
C -1.145 -1.972 -0.245
C -2.519 -1.742 -0.151
C -3.422 -2.797 -0.216
H -3.683 -4.919 -0.435
H -1.250 -5.358 -0.602
H 0.352 -3.502 -0.493
H -2.881 -0.730 -0.010
H -4.484 -2.595 -0.137
Cl -2.100 1.688 1.123
*
```

- Energy above the lowest of the compared OMol25 structures with the same formula, charge and spin: 0.358 eV
- E_HOMO: -0.29983 Ha
- Orbital gap: 8.68 eV

***

No. 8
Below is 3 unconnected molecules or ions with the total composition C32H71O9PSi at a distorted geometry, with properties calculated with wB97M-V/def2-TZVPD.

Geometry as ORCA input:
```
! RIJCOSX wB97M-V def2-TZVPD def2/J DEFGRID3
* xyz 0 1
C 4.475 -2.877 4.369
C 3.578 -3.746 3.907
Si 2.970 -3.669 2.154
C 1.371 -4.592 1.831
C 0.110 -3.821 2.246
C -1.143 -4.702 2.440
C -1.922 -4.357 3.713
C -3.388 -4.828 3.662
C -4.338 -3.634 3.586
C -5.768 -3.992 3.160
C -6.861 -3.422 4.068
C -6.793 -1.902 4.250
C -6.853 -1.110 2.928
C -5.461 -0.725 2.409
C -5.433 0.508 1.499
C -3.968 0.925 1.204
C -3.527 0.733 -0.263
C -2.283 -0.143 -0.498
C -1.092 0.021 0.449
C -0.406 1.389 0.394
C -1.012 2.482 1.286
P 2.877 -1.490 1.557
O 4.247 -0.953 1.406
O 2.138 -0.728 2.767
O 2.021 -1.254 0.213
H 5.122 -3.134 5.201
H 4.602 -1.886 3.950
H 3.258 -4.546 4.569
H 4.024 -4.247 1.294
H 1.427 -5.533 2.391
H 1.338 -4.873 0.775
H 0.293 -3.218 3.139
H -0.121 -3.120 1.435
H -1.790 -4.608 1.565
H -0.823 -5.746 2.483
H -1.879 -3.274 3.855
H -1.415 -4.831 4.557
H -3.631 -5.464 4.516
H -3.530 -5.422 2.755
H -3.895 -2.953 2.854
H -4.341 -3.094 4.536
H -5.966 -3.700 2.125
H -5.868 -5.082 3.170
H -6.766 -3.888 5.055
H -7.848 -3.680 3.676
H -7.646 -1.611 4.869
H -5.905 -1.636 4.828
H -7.456 -0.214 3.081
H -7.348 -1.748 2.191
H -4.829 -0.505 3.274
H -5.044 -1.553 1.833
H -5.950 1.331 1.994
H -5.954 0.250 0.574
H -3.887 1.986 1.445
H -3.324 0.380 1.894
H -4.354 0.231 -0.773
H -3.422 1.692 -0.772
H -2.571 -1.199 -0.528
H -1.907 0.082 -1.502
H -0.343 -0.716 0.135
H -1.338 -0.247 1.480
H 0.623 1.232 0.736
H -0.329 1.721 -0.645
H -1.855 2.934 0.763
H -0.255 3.248 1.453
H -1.335 2.057 2.235
H 2.433 0.195 2.761
H 1.282 -1.876 0.165
C 1.624 5.242 -3.437
O 0.363 5.312 -4.062
C -0.208 4.041 -4.312
C -1.716 4.087 -4.223
O -2.222 4.181 -2.903
C -2.119 5.428 -2.232
C -3.041 6.504 -2.758
O -2.541 7.062 -3.960
C -3.554 7.571 -4.795
H 2.380 4.810 -4.103
H 1.919 6.258 -3.181
H 1.578 4.649 -2.516
H 0.171 3.301 -3.597
H 0.071 3.721 -5.325
H -2.088 3.130 -4.598
H -2.122 4.872 -4.865
H -1.086 5.779 -2.201
H -2.425 5.212 -1.206
H -3.114 7.300 -2.004
H -4.039 6.078 -2.917
H -4.316 6.811 -5.003
H -3.088 7.864 -5.734
H -4.039 8.449 -4.351
C 8.751 0.364 -5.572
O 7.976 -0.348 -4.638
C 8.710 -1.336 -3.938
C 8.193 -1.521 -2.529
O 8.538 -0.480 -1.634
C 7.849 0.756 -1.749
C 6.408 0.715 -1.294
O 5.581 0.112 -2.274
C 4.441 -0.501 -1.705
H 9.068 -0.276 -6.405
H 8.131 1.169 -5.964
H 9.638 0.803 -5.100
H 9.773 -1.068 -3.897
H 8.611 -2.292 -4.472
H 8.684 -2.410 -2.125
H 7.117 -1.709 -2.529
H 7.926 1.164 -2.759
H 8.382 1.431 -1.076
H 6.065 1.747 -1.130
H 6.338 0.171 -0.346
H 4.725 -1.206 -0.923
H 3.930 -1.041 -2.503
H 3.760 0.245 -1.284
*
```

- SMILES string: C=C[Si@@H](CCCCCCCCCCCCCCCCCC)P(=O)(O)O.COCCOCCOC.COCCOCCOC
- E_HOMO: -0.32133 Ha
- Orbital gap: 9.18 eV

***

No. 9
Below is a gas-phase ion, C10H16P (charge +1) at a distorted geometry, with properties calculated with wB97M-V/def2-TZVPD.

Geometry as ORCA input:
```
! RIJCOSX wB97M-V def2-TZVPD def2/J DEFGRID3
* xyz 1 1
C 0.717 2.058 -1.038
C 1.097 1.046 -1.876
C 0.072 1.572 0.049
C 0.738 -0.484 0.454
C -0.720 2.206 1.176
C -0.281 -1.081 1.365
C -0.740 1.316 2.373
C -1.261 -0.030 2.006
C -1.009 -1.088 -1.881
C 1.941 -1.834 -1.720
P 0.665 -0.555 -1.306
H 0.883 3.139 -1.265
H 1.751 1.223 -2.690
H -0.102 3.085 1.416
H -1.724 2.323 0.737
H -0.863 -1.958 1.014
H 0.389 -1.477 2.127
H 0.335 1.147 2.716
H -1.281 1.641 3.209
H -1.992 0.109 1.294
H -1.543 -0.497 2.998
H -0.924 -2.104 -2.314
H -1.248 -0.331 -2.730
H -1.706 -1.090 -0.935
H 1.991 -2.477 -0.753
H 2.837 -1.191 -2.017
H 1.776 -2.503 -2.567
*
```

- Energy above the lowest of the compared OMol25 structures with the same formula, charge and spin: 5.487 eV
- E_HOMO (spin up / spin down): -0.47935 / -0.44592 Ha
- Orbital gap (spin up / spin down): 8.27 / 6.64 eV

***

No. 10
Below is C12H24N2O3 in the gas phase at a distorted geometry, with properties calculated with wB97M-V/def2-TZVPD.

Geometry as ORCA input:
```
! RIJCOSX wB97M-V def2-TZVPD def2/J DEFGRID3
* xyz 0 1
C -4.041 1.485 -1.002
C -3.084 0.524 -0.175
C -2.321 1.348 0.800
C -2.386 -0.455 -1.168
C -1.171 -1.134 -0.525
N -0.067 -1.750 -1.284
C 1.285 -1.783 -0.906
O 2.086 -2.067 -1.781
C 1.709 -1.328 0.594
N 2.885 -2.160 0.787
C 1.776 0.196 0.729
C 2.430 1.181 -0.247
C 3.885 0.761 -0.472
C 2.228 2.579 0.355
C -1.695 -2.139 0.536
O -2.005 -3.239 0.367
O -1.518 -1.562 1.801
H -4.437 2.339 -0.337
H -3.313 2.019 -1.617
H -4.888 0.948 -1.331
H -3.757 -0.212 0.416
H -2.122 0.829 1.768
H -2.951 2.255 1.131
H -1.243 1.627 0.467
H -2.174 0.207 -1.943
H -3.140 -1.232 -1.532
H -0.712 -0.323 0.309
H -0.431 -2.257 -2.084
H 0.782 -1.583 1.074
H 2.589 -2.933 1.356
H 3.412 -2.427 -0.014
H 2.127 0.408 1.783
H 0.663 0.552 0.772
H 1.910 0.830 -1.150
H 4.568 1.405 -0.917
H 3.868 -0.137 -1.145
H 4.529 0.470 0.390
H 1.192 2.836 0.699
H 2.890 2.557 1.247
H 2.522 3.481 -0.230
H -1.879 -2.116 2.476
*
```

- SMILES string: CC(C)C[C@H](NC(=O)[C@@H](N)CC(C)C)C(=O)O
- Energy above the lowest of the compared OMol25 structures with the same formula, charge and spin: 3.842 eV
- E_HOMO: -0.33114 Ha
- Orbital gap: 9.51 eV

***

no.,total energy (eV)
1,-10921.6295
2,-90043.2214
3,-30350.1702
4,-9338.5947
5,-11593.6617
6,-76752.7244
7,-102908.5115
8,-69927.7657
9,-19905.5146
10,-21953.8664